This record from OMol25 describes a structure of composition C42H51AsCl3N6O4P2S2Ti. The level of theory is wB97M-V/def2-TZVPD.

Geometry as XYZ:
```
112
Properties=species:S:1:pos:R:3:lowdin_spin:R:1
Ti -0.48176 0.88656 1.44488 0.943
C -5.29789 -1.40564 0.17961 0.000
N -3.89939 -1.53702 0.59947 0.000
C -3.43420 -2.93598 0.56568 0.000
P -3.16952 -0.58609 1.69324 0.000
O -1.64542 -0.69527 1.56606 0.001
O -3.64062 0.88460 1.28098 0.001
P -3.13322 2.32577 0.70864 0.002
O -1.68229 2.50916 1.09681 0.019
N -4.00528 3.47978 1.40319 0.000
C -3.61935 4.09574 2.68020 0.000
C -5.41185 3.67708 1.04698 0.000
N -3.41074 2.24157 -0.87760 0.000
C -4.25538 1.28808 -1.58617 0.000
C -3.14539 3.48366 -1.62305 0.000
N -3.59188 -0.90273 3.21086 0.000
C -5.01214 -0.84059 3.58623 0.000
C -2.67989 -0.76269 4.35942 0.000
H -5.92897 -2.10465 0.73279 0.000
H -5.37532 -1.64213 -0.88186 0.000
H -5.66780 -0.39444 0.33752 0.000
H -4.00378 -3.55221 1.26493 0.000
H -2.37579 -2.99437 0.81201 0.000
H -3.57865 -3.32033 -0.44364 0.000
H -2.58413 3.86379 2.91645 0.000
H -4.26758 3.73139 3.47972 0.000
H -3.73290 5.17575 2.59583 0.000
H -5.62663 3.26611 0.06300 0.000
H -5.62735 4.74482 1.02219 0.000
H -6.06524 3.20331 1.78289 0.000
H -5.30586 1.59134 -1.59571 0.000
H -4.15774 0.29287 -1.15548 0.000
H -3.91087 1.23496 -2.61930 0.000
H -2.45158 4.12170 -1.07783 0.000
H -4.07128 4.03553 -1.79914 0.000
H -2.68622 3.22752 -2.57738 0.000
H -5.65137 -1.21329 2.79122 0.000
H -5.30363 0.18096 3.83928 0.000
H -5.16248 -1.47446 4.45819 0.000
H -1.65008 -0.86880 4.03493 0.000
H -2.92379 -1.55218 5.06800 0.000
H -2.79674 0.21282 4.83378 0.000
S -0.31671 1.88001 3.58540 -0.001
C 1.33729 1.83547 4.22778 0.007
C 1.54663 1.96749 5.59923 -0.001
C 2.83526 1.99992 6.10713 0.000
C 3.93387 1.90250 5.26126 -0.002
C 3.74024 1.76455 3.89605 0.000
C 2.44733 1.72863 3.38645 0.000
As 2.06319 1.49767 1.52941 -0.001
C 1.62933 -0.44108 1.50775 0.006
C 1.73430 -1.11924 0.28544 0.002
C 1.53029 -2.48293 0.22174 0.004
C 1.20746 -3.18604 1.38387 -0.001
C 1.10489 -2.52916 2.59655 0.004
C 1.32692 -1.15358 2.66093 0.000
C 3.76313 1.42329 0.64485 -0.003
C 4.19378 2.56830 -0.02036 0.000
C 5.45030 2.59870 -0.61238 0.000
C 6.27932 1.49078 -0.53380 0.000
C 5.85395 0.35028 0.13651 0.000
C 4.59830 0.31006 0.72546 -0.001
H 0.69669 2.05868 6.26260 0.000
H 2.98395 2.11028 7.17242 0.000
H 4.93582 1.93559 5.66504 0.000
H 4.59614 1.69020 3.23713 0.000
H 1.99682 -0.56712 -0.60968 0.000
H 1.63724 -3.01114 -0.71797 0.000
H 1.05604 -4.25659 1.33457 0.000
H 0.87528 -3.07915 3.49899 0.000
H 1.29045 -0.64413 3.61828 0.000
H 3.56086 3.44644 -0.09287 0.000
H 5.77529 3.48790 -1.13503 0.000
H 7.25761 1.51574 -0.99401 0.000
H 6.50541 -0.51047 0.20663 0.000
H 4.29366 -0.58411 1.25430 0.000
Cl 5.77610 2.03207 -3.65844 0.000
C 4.42531 0.95457 -3.77639 0.000
C 4.18187 0.04591 -2.76011 0.000
C 3.08787 -0.79329 -2.88181 0.000
C 2.21925 -0.74500 -3.97019 0.000
C 1.00352 -1.64251 -3.94370 0.000
C -0.32908 -0.88055 -3.91353 0.000
N -0.34930 0.07393 -2.80235 0.005
C 0.16817 1.34933 -2.84995 0.000
C 0.13752 1.82097 -1.57884 0.003
N -0.38575 0.85137 -0.74867 0.002
C -0.68280 -0.17389 -1.52848 0.010
O 0.99365 -2.52204 -5.04500 0.000
C 0.72946 -3.88248 -4.72142 0.000
C 1.68706 -4.45019 -3.71378 0.000
C 3.04611 -4.31745 -3.73467 0.000
Cl 3.99841 -3.51205 -4.90812 0.000
S 3.81257 -5.10745 -2.42999 0.000
C 2.31576 -5.64834 -1.81591 0.000
C 1.27606 -5.22817 -2.59004 0.000
C 2.52292 0.16003 -4.98073 0.000
Cl 1.52572 0.29217 -6.40190 0.000
C 3.61442 1.01090 -4.89856 0.000
H 4.83834 -0.00409 -1.90122 0.000
H 2.91155 -1.53958 -2.11597 0.000
H 1.08520 -2.20457 -3.00419 0.000
H -1.15867 -1.57885 -3.79745 0.000
H -0.48849 -0.31202 -4.82714 0.000
H 0.52661 1.77461 -3.77052 0.000
H 0.45658 2.77755 -1.20020 0.000
H -1.08701 -1.11960 -1.20086 0.000
H 0.78683 -4.41035 -5.67292 0.000
H -0.29381 -4.00003 -4.34141 0.000
H 2.28178 -6.26493 -0.93336 0.000
H 0.24397 -5.48176 -2.39157 0.000
H 3.82398 1.70598 -5.69812 0.000
```

Values from the calculation:
Calculated total energy   -223276.7443 eV
<S²>   0.755
Energy above the lowest of the compared OMol25 structures with the same formula, charge and spin   0.206 eV
Kohn-Sham gap (alpha / beta)   7.508 / 7.800 eV
Multiplicity   2
E_HOMO (alpha / beta)   -12.53 / -12.53 eV
Net charge   +2